1.
ORCA calculation (wB97M-V/def2-TZVPD) on a cluster of 6 separate species, C21H53O16P3 in total in a non-equilibrium geometry.

multiplicity: 1
Kohn-Sham gap: 10.0 eV
HOMO level: -9.6 eV
structure (SMILES): COP(=O)(OC)OC.COP(=O)(OC)OC.COP(=O)(OC)OC.C1CCOC1.C1CCOC1.COCCOC

```
93
C21H53O16P3 wB97M-V/def2-TZVPD
C 6.446 -11.449 36.550
O 7.585 -10.616 36.584
P 8.516 -10.402 35.350
O 8.568 -11.564 34.465
O 7.913 -9.077 34.691
C 7.683 -9.055 33.263
O 9.860 -9.934 35.983
C 10.752 -9.194 35.183
H 6.753 -12.449 36.858
H 5.965 -11.530 35.575
H 5.719 -11.073 37.264
H 7.194 -9.986 32.950
H 8.587 -9.066 32.638
H 7.082 -8.192 32.986
H 10.701 -9.388 34.110
H 11.749 -9.563 35.434
H 10.680 -8.146 35.444
C 7.334 -8.129 29.407
O 8.679 -8.667 29.511
P 9.905 -7.694 29.381
O 9.512 -6.362 28.945
O 10.875 -8.458 28.412
C 10.449 -8.662 27.068
O 10.629 -7.773 30.771
C 12.047 -7.554 30.876
H 7.310 -7.045 29.467
H 6.654 -8.503 30.173
H 7.011 -8.533 28.447
H 9.367 -8.576 26.966
H 10.673 -9.686 26.748
H 11.011 -8.036 26.376
H 12.497 -8.259 31.580
H 12.237 -6.537 31.216
H 12.597 -7.762 29.956
C 11.302 0.649 33.706
O 10.801 1.322 32.539
P 11.798 2.040 31.531
O 13.206 1.890 31.851
O 11.272 3.507 31.452
C 9.925 3.774 31.051
O 11.312 1.533 30.119
C 11.720 0.263 29.675
H 12.381 0.493 33.758
H 10.891 -0.358 33.804
H 10.992 1.217 34.588
H 9.795 3.781 29.967
H 9.582 4.712 31.476
H 9.257 2.979 31.402
H 12.401 -0.245 30.353
H 12.246 0.391 28.723
H 10.882 -0.364 29.376
C 9.139 -3.866 31.602
C 8.160 -4.665 32.477
C 6.777 -4.193 31.953
O 6.995 -3.809 30.607
C 8.240 -3.184 30.528
H 9.855 -4.545 31.135
H 9.675 -3.113 32.174
H 8.315 -4.353 33.508
H 8.178 -5.745 32.355
H 6.421 -3.312 32.516
H 6.019 -4.969 32.041
H 8.198 -2.125 30.832
H 8.687 -3.210 29.537
C 3.752 -0.312 31.144
C 3.995 1.004 30.408
C 5.479 1.287 30.735
O 5.980 0.100 31.312
C 4.930 -0.468 32.073
H 3.705 -1.108 30.392
H 2.732 -0.394 31.536
H 3.347 1.820 30.719
H 3.900 0.826 29.339
H 5.531 2.059 31.508
H 5.983 1.516 29.806
H 4.803 0.164 32.961
H 5.062 -1.503 32.358
C 10.690 -0.224 26.344
O 10.361 -0.555 25.056
C 9.096 -1.176 24.857
C 8.756 -2.336 25.765
O 9.862 -3.256 25.833
C 9.483 -4.611 26.163
H 9.873 0.174 26.974
H 11.432 0.568 26.404
H 11.004 -1.118 26.895
H 9.134 -1.478 23.811
H 8.336 -0.384 24.932
H 7.851 -2.863 25.429
H 8.509 -1.970 26.781
H 8.747 -5.180 25.589
H 9.104 -4.591 27.202
H 10.447 -5.111 26.266
```

Results of the Löwdin charge analysis, in e, for atoms 1 through 2: C -0.096; O -0.197

2.
ORCA calculation (wB97M-V/def2-TZVPD) on a cluster of 5 separate species, C21H54BNO21P5 in total in a non-equilibrium geometry.

charge: +1
multiplicity: 1
Kohn-Sham gap: 6.4 eV
energy above the lowest of the compared OMol25 structures with the same formula, charge and spin: 0.0 kJ/mol
HOMO level: -11.1 eV

```
103
C21H54BNO21P5 wB97M-V/def2-TZVPD
C 3.165 -4.512 1.545
C 4.562 -4.978 1.023
B 4.690 -5.039 -0.573
O 5.915 -4.688 -1.081
C 3.448 -5.441 -1.507
C 3.736 -6.032 -2.963
C 5.095 -6.742 -3.129
O 5.615 -6.687 -4.186
C 2.781 -4.043 -1.816
C 1.342 -4.554 -2.147
C 0.089 -3.685 -1.739
P 0.411 -1.884 -1.656
O 1.252 -1.522 -0.507
O -1.033 -1.192 -1.459
O 0.956 -1.277 -3.048
C 1.208 -5.821 -1.264
N 2.359 -6.284 -0.994
H 3.277 -4.326 2.627
H 2.832 -3.552 1.119
H 2.382 -5.284 1.456
H 5.286 -4.205 1.341
H 4.907 -5.915 1.498
H 5.832 -4.377 -1.999
H 2.967 -6.807 -3.152
H 3.639 -5.303 -3.776
H 5.599 -7.335 -2.333
H 2.874 -3.269 -1.036
H 3.169 -3.532 -2.710
H 1.246 -4.821 -3.213
H -0.686 -3.857 -2.510
H -0.366 -4.045 -0.803
H -1.192 -1.086 -0.506
H 1.917 -1.429 -3.043
H 0.248 -6.263 -0.984
H 2.561 -7.133 -0.466
C 0.579 3.838 -1.579
O 0.774 4.540 -0.358
P 1.263 3.776 0.943
O 2.706 3.765 1.171
O 0.576 2.333 0.890
C 1.319 1.234 0.348
O 0.405 4.525 2.041
C 0.507 4.066 3.391
H 1.492 3.324 -1.885
H -0.241 3.124 -1.475
H 0.306 4.563 -2.343
H 2.393 1.415 0.382
H 1.012 1.061 -0.683
H 1.096 0.346 0.930
H 1.520 4.212 3.766
H 0.231 3.013 3.459
H -0.185 4.650 3.996
C -2.128 5.659 1.388
O -3.109 6.646 1.704
P -4.612 6.230 1.963
O -4.972 5.983 3.358
O -4.901 5.015 0.963
C -4.761 3.677 1.442
O -5.374 7.434 1.276
C -6.801 7.381 1.235
H -2.078 4.898 2.166
H -2.356 5.201 0.423
H -1.165 6.151 1.309
H -4.845 3.623 2.528
H -3.795 3.276 1.132
H -5.549 3.070 0.999
H -7.210 7.408 2.245
H -7.135 6.479 0.721
H -7.152 8.249 0.683
C -3.034 9.582 2.359
O -2.230 10.489 3.112
P -2.884 11.748 3.812
O -3.291 11.564 5.205
O -4.044 12.244 2.830
C -5.384 11.806 3.064
O -1.751 12.827 3.575
C -2.003 14.160 4.014
H -3.842 9.176 2.971
H -3.440 10.086 1.480
H -2.402 8.771 2.022
H -5.535 11.494 4.097
H -5.619 10.976 2.395
H -6.059 12.632 2.844
H -2.112 14.189 5.099
H -2.902 14.556 3.539
H -1.154 14.774 3.724
C 4.104 -11.343 -3.002
O 3.070 -10.395 -2.729
P 1.571 -10.876 -2.525
O 1.169 -11.118 -1.139
O 1.359 -12.096 -3.522
C 1.522 -13.436 -3.036
O 0.793 -9.697 -3.251
C -0.630 -9.806 -3.343
H 4.156 -12.099 -2.218
H 3.933 -11.811 -3.971
H 5.049 -10.807 -3.044
H 1.400 -13.494 -1.955
H 2.509 -13.806 -3.312
H 0.770 -14.065 -3.508
H -1.077 -9.791 -2.348
H -0.910 -10.722 -3.863
H -0.995 -8.955 -3.914
```

Results of the Löwdin charge analysis, in e, for atoms 1 through 2: C -0.103; C -0.121